Computed, not measured: 2 unconnected molecules or ions with the total composition C3H8NO in a non-equilibrium geometry, with wB97M-V/def2-TZVPD.

The net charge is +1. The value obtained for the LUMO energy is -5.998 eV. For the calculated total energy, the calculation gives -6768.102 eV. The value obtained for the energy above the lowest of the compared OMol25 structures with the same formula, charge and spin is 296.00 kJ/mol. The calculation puts the orbital gap at 7.62 eV.

Last column: Löwdin charge in e.
Element x y z (Å)
O  -0.380  -0.178  -0.555  -0.113
N  1.849  0.081  0.989  0.141
C  -2.644  0.602  -0.286  0.025
C  2.410  -1.037  0.700  0.135
C  -1.422  0.739  -0.772  -0.270
H  -0.713  -1.070  -0.888  0.153
H  2.409  1.035  0.888  0.216
H  -2.986  -0.528  0.039  0.131
H  -3.566  1.232  -0.535  0.096
H  0.884  0.088  0.578  0.101
H  -1.174  1.412  -1.571  0.109
H  1.836  -1.910  1.043  0.129
H  3.345  -1.225  0.107  0.147